ORCA calculation (ωB97M-V with the def2-TZVPD basis set) on a cluster of 11 separate species, C56H144N10O18 in total in a non-equilibrium geometry.

```
228
Properties=species:S:1:pos:R:3
C -5.743 3.027 -0.353
O -6.468 2.428 -1.349
C -6.192 0.985 -1.514
C -7.377 0.283 -2.140
C -7.328 -1.226 -2.242
N -7.787 0.810 -3.423
H -4.681 2.859 -0.531
H -6.099 2.857 0.663
H -5.949 4.073 -0.578
H -5.286 0.866 -2.109
H -5.966 0.525 -0.552
H -8.242 0.525 -1.523
H -8.337 -1.508 -2.544
H -7.165 -1.753 -1.301
H -6.646 -1.527 -3.037
H -7.738 1.791 -3.190
H -7.024 0.639 -4.064
C -8.079 4.320 -4.553
O -6.791 4.323 -5.066
C -5.760 3.769 -4.225
C -4.510 3.746 -5.105
C -4.791 2.898 -6.442
N -3.410 2.972 -4.458
H -8.172 5.196 -3.910
H -8.228 3.405 -3.980
H -8.862 4.371 -5.309
H -5.565 4.425 -3.376
H -5.935 2.769 -3.828
H -4.001 4.662 -5.407
H -5.764 3.114 -6.883
H -4.738 1.817 -6.310
H -4.138 3.342 -7.193
H -2.718 3.025 -5.191
H -3.058 3.440 -3.635
C 5.297 -0.371 -1.780
O 5.657 -1.077 -2.909
C 4.772 -2.184 -3.169
C 4.846 -2.770 -4.545
C 4.166 -4.121 -4.831
N 6.254 -2.964 -4.778
H 5.087 -1.030 -0.937
H 4.506 0.377 -1.724
H 6.230 0.127 -1.514
H 4.945 -2.984 -2.449
H 3.768 -1.810 -2.969
H 4.392 -2.072 -5.249
H 3.132 -4.143 -4.488
H 4.603 -4.890 -4.194
H 4.242 -4.377 -5.888
H 6.562 -3.717 -4.179
H 6.148 -3.566 -5.582
C 10.506 0.402 1.970
O 10.189 1.181 3.124
C 9.667 2.485 3.043
C 8.143 2.433 2.838
N 7.753 1.844 1.619
C 6.372 2.162 1.281
C 5.393 1.240 2.032
O 5.861 -0.117 1.767
C 5.004 -1.026 2.425
H 9.712 0.446 1.225
H 10.532 -0.663 2.201
H 11.529 0.565 1.630
H 10.072 3.058 2.209
H 9.926 3.075 3.922
H 7.712 3.427 2.956
H 7.664 1.923 3.674
H 8.081 0.890 1.559
H 6.135 1.897 0.251
H 6.099 3.216 1.326
H 4.372 1.406 1.687
H 5.421 1.616 3.055
H 4.160 -1.326 1.804
H 4.527 -0.567 3.291
H 5.643 -1.812 2.827
C 2.797 4.595 1.526
O 3.447 3.615 2.314
C 3.186 3.693 3.765
C 1.664 3.648 4.169
N 1.438 3.466 5.628
C 0.175 4.088 6.048
C -0.953 3.100 5.832
O -0.542 1.921 6.437
C -0.640 0.652 5.786
H 3.217 5.588 1.685
H 1.742 4.586 1.798
H 2.893 4.318 0.476
H 3.541 4.650 4.149
H 3.655 2.844 4.264
H 1.063 3.001 3.531
H 1.097 4.549 3.934
H 1.230 2.489 5.780
H -0.090 5.064 5.642
H 0.160 4.179 7.134
H -1.335 3.083 4.811
H -1.775 3.558 6.381
H -1.611 0.255 5.491
H -0.059 -0.073 6.356
H -0.090 0.786 4.855
C -3.210 10.606 -2.616
O -2.619 9.425 -1.955
C -2.890 8.240 -2.774
C -3.450 6.985 -1.965
N -2.673 6.384 -0.801
C -1.383 6.974 -0.437
C -0.949 6.430 0.895
O -1.596 7.093 2.004
C -2.923 6.632 2.241
H -2.853 11.554 -2.214
H -4.282 10.458 -2.747
H -2.862 10.641 -3.648
H -1.891 7.996 -3.135
H -3.434 8.442 -3.697
H -3.574 6.276 -2.784
H -4.448 7.080 -1.537
H -3.224 6.289 0.040
H -1.259 8.057 -0.419
H -0.686 6.541 -1.154
H 0.104 6.707 0.952
H -1.086 5.359 0.751
H -3.703 6.894 1.526
H -3.141 6.991 3.247
H -3.026 5.563 2.428
C -5.215 -4.110 -9.032
O -4.257 -3.379 -8.375
C -4.761 -2.704 -7.162
C -3.541 -2.185 -6.331
N -3.928 -1.993 -4.886
C -3.205 -0.949 -4.168
C -1.729 -1.192 -3.913
O -1.538 -2.148 -2.897
C -0.178 -2.541 -2.789
H -5.853 -3.311 -9.410
H -5.727 -4.830 -8.394
H -4.689 -4.592 -9.856
H -5.393 -3.337 -6.538
H -5.346 -1.818 -7.404
H -3.144 -1.286 -6.803
H -2.719 -2.896 -6.255
H -3.970 -2.880 -4.405
H -3.699 -0.707 -3.226
H -3.335 -0.072 -4.802
H -1.186 -0.274 -3.691
H -1.353 -1.495 -4.890
H 0.455 -1.656 -2.833
H -0.112 -3.154 -3.688
H 0.074 -3.073 -1.871
C 1.066 -2.555 2.840
O 1.499 -1.242 2.532
C 0.430 -0.494 2.040
C 0.551 -0.389 0.533
N 1.852 0.224 0.183
C 1.824 1.669 0.177
C 1.020 2.306 -1.054
O -0.102 2.899 -0.491
C -1.094 3.323 -1.436
H 1.999 -3.058 3.094
H 0.630 -3.074 1.987
H 0.291 -2.641 3.602
H 0.688 0.477 2.463
H -0.538 -0.768 2.459
H -0.192 0.313 0.156
H 0.495 -1.386 0.097
H 2.480 -0.029 0.932
H 2.888 1.904 0.203
H 1.782 2.119 1.169
H 0.845 1.586 -1.853
H 1.744 2.985 -1.503
H -1.429 2.429 -1.962
H -0.745 4.146 -2.061
H -1.989 3.684 -0.930
C 5.970 -6.304 8.340
O 6.073 -6.355 6.911
C 5.547 -5.213 6.302
C 5.163 -5.478 4.804
N 3.811 -5.860 4.628
C 3.400 -5.843 3.191
C 2.014 -6.446 3.124
O 2.149 -7.804 3.530
C 0.954 -8.452 3.330
H 5.065 -5.856 8.750
H 6.856 -5.757 8.663
H 6.154 -7.351 8.579
H 6.327 -4.454 6.238
H 4.687 -4.721 6.757
H 5.905 -6.169 4.404
H 5.224 -4.444 4.466
H 3.402 -6.735 4.924
H 4.094 -6.419 2.579
H 3.484 -4.776 2.985
H 1.622 -6.396 2.109
H 1.220 -5.893 3.625
H 0.103 -8.270 3.986
H 1.241 -9.495 3.465
H 0.698 -8.405 2.272
C -1.834 -6.527 1.220
O -1.997 -5.572 2.322
C -3.080 -5.629 3.215
C -4.378 -5.332 2.498
N -4.662 -3.911 2.237
C -3.545 -3.045 1.816
C -4.045 -1.635 1.450
O -2.919 -0.742 1.424
C -3.181 0.515 0.837
H -0.915 -6.304 0.679
H -2.765 -6.509 0.654
H -1.888 -7.595 1.435
H -2.888 -4.956 4.050
H -3.095 -6.671 3.536
H -5.240 -5.639 3.090
H -4.464 -5.937 1.595
H -5.321 -3.562 2.918
H -3.072 -3.616 1.017
H -2.984 -2.945 2.746
H -4.752 -1.341 2.226
H -4.504 -1.635 0.462
H -4.062 0.966 1.295
H -3.327 0.396 -0.237
H -2.319 1.150 1.039
C 2.853 -5.267 -1.798
C 3.211 -4.814 -0.351
O 3.644 -3.568 -0.415
H 2.314 -6.214 -1.794
H 3.702 -5.295 -2.482
H 2.272 -4.489 -2.294
H 3.946 -5.558 -0.046
H 2.300 -4.849 0.247
H 4.497 -3.513 0.021
```

The value obtained for the energy relative to the best compared isomer or geometry (same formula, charge and spin) is 223.4 kJ/mol. As for the HOMO energy: -7.97 eV. The value obtained for the LUMO energy is 0.33 eV. As for the SMILES: COC[C@H](C)N.COC[C@H](C)N.COC[C@H](C)N.COCCNCCOC.COCCNCCOC.COCCNCCOC.COCCNCCOC.COCCNCCOC.COCCNCCOC.COCCNCCOC.CCO.

---

ORCA calculation (ωB97M-V with the def2-TZVPD basis set) on a cluster of 13 separate species, C56H146N12O24 in total in a non-equilibrium geometry.

```
238
Properties=species:S:1:pos:R:3
C 0.151 -8.384 4.893
O 0.132 -7.536 4.022
N 1.232 -8.718 5.481
N -0.844 -9.083 5.241
H 2.004 -8.171 5.127
H 1.234 -9.425 6.202
H -0.703 -9.740 5.994
H -1.701 -8.906 4.735
C -4.637 -4.584 -4.623
O -5.217 -5.068 -5.559
N -5.055 -3.533 -4.009
N -3.475 -5.003 -4.300
H -5.937 -3.178 -4.348
H -4.463 -3.012 -3.378
H -3.233 -5.783 -4.894
H -2.930 -4.711 -3.501
C 6.324 -1.421 2.847
O 7.708 -1.630 2.513
C 8.383 -2.626 3.347
C 9.878 -2.769 2.967
N 10.419 -1.404 2.768
C 11.548 -1.384 1.854
C 12.170 0.012 1.972
O 11.378 0.910 1.241
C 11.824 2.238 1.351
H 5.885 -0.991 1.946
H 6.105 -0.730 3.661
H 5.765 -2.337 3.039
H 7.917 -3.611 3.328
H 8.394 -2.266 4.375
H 9.934 -3.331 2.035
H 10.551 -3.352 3.596
H 9.679 -0.844 2.368
H 11.252 -1.764 0.876
H 12.280 -2.052 2.309
H 13.199 0.118 1.626
H 12.161 0.270 3.031
H 11.287 2.753 0.555
H 12.877 2.372 1.101
H 11.500 2.790 2.234
C 5.835 -3.733 -4.900
O 6.870 -4.549 -5.430
C 8.081 -4.547 -4.787
C 9.155 -5.222 -5.666
N 9.381 -4.592 -6.961
C 10.301 -5.472 -7.740
C 10.595 -4.932 -9.165
O 9.409 -5.021 -9.907
C 9.435 -4.172 -11.074
H 5.599 -4.159 -3.925
H 4.965 -3.880 -5.541
H 6.253 -2.737 -4.761
H 8.161 -5.145 -3.879
H 8.434 -3.551 -4.522
H 8.779 -6.222 -5.880
H 9.988 -5.483 -5.013
H 8.555 -4.512 -7.536
H 9.740 -6.405 -7.791
H 11.274 -5.610 -7.270
H 11.394 -5.568 -9.547
H 11.027 -3.941 -9.031
H 9.649 -3.125 -10.862
H 8.448 -4.234 -11.532
H 10.208 -4.543 -11.748
C 5.877 4.764 2.391
O 5.777 5.169 3.748
C 6.972 4.991 4.528
C 6.659 5.026 5.984
N 6.456 6.342 6.479
C 6.189 6.173 7.955
C 6.283 7.517 8.775
O 5.250 8.436 8.414
C 5.554 9.739 8.846
H 4.951 5.078 1.908
H 6.005 3.682 2.416
H 6.733 5.270 1.944
H 7.773 5.689 4.281
H 7.348 3.988 4.326
H 7.529 4.560 6.448
H 5.874 4.312 6.236
H 5.611 6.701 6.058
H 6.978 5.641 8.486
H 5.239 5.660 8.104
H 7.251 7.953 8.532
H 6.177 7.275 9.833
H 5.883 10.066 9.832
H 4.697 10.333 8.527
H 6.384 10.136 8.262
C 0.867 -15.991 -0.288
O -0.183 -14.998 -0.351
C -1.332 -15.336 0.477
C -2.547 -14.641 -0.153
N -2.575 -13.187 -0.006
C -3.789 -12.580 -0.594
C -3.882 -11.128 -0.013
O -4.116 -11.190 1.380
C -4.673 -9.990 1.904
H 1.200 -16.299 0.704
H 1.725 -15.743 -0.913
H 0.588 -16.968 -0.684
H -1.398 -14.818 1.433
H -1.469 -16.391 0.713
H -3.430 -15.061 0.331
H -2.635 -14.829 -1.223
H -2.556 -12.830 0.939
H -4.726 -13.133 -0.522
H -3.615 -12.489 -1.666
H -4.777 -10.752 -0.508
H -3.078 -10.481 -0.364
H -5.730 -9.948 1.643
H -4.148 -9.055 1.710
H -4.516 -10.061 2.980
C 4.158 1.727 -8.779
O 3.628 2.845 -9.364
C 3.558 3.973 -8.455
C 2.560 5.048 -8.820
N 1.210 4.565 -9.035
C 0.666 4.357 -7.724
C 0.408 5.665 -6.877
O -0.397 5.314 -5.762
C -0.512 6.288 -4.758
H 5.016 1.977 -8.154
H 4.307 0.931 -9.508
H 3.493 1.314 -8.020
H 4.540 4.401 -8.255
H 3.395 3.699 -7.412
H 3.011 5.351 -9.765
H 2.728 5.915 -8.181
H 1.273 3.635 -9.425
H 1.144 3.593 -7.112
H -0.329 3.989 -7.975
H -0.165 6.398 -7.446
H 1.331 6.202 -6.659
H -1.320 5.964 -4.102
H -0.907 7.156 -5.287
H 0.405 6.441 -4.188
C -1.461 5.666 6.251
O -0.817 5.160 5.069
C 0.556 5.682 4.904
C 0.648 7.089 4.499
N 2.013 7.395 4.102
C 2.004 8.738 3.585
C 3.481 9.364 3.508
O 3.519 10.750 3.086
C 4.786 11.313 3.090
H -0.722 5.576 7.047
H -2.408 5.144 6.386
H -1.706 6.715 6.085
H 1.086 5.048 4.193
H 1.022 5.501 5.873
H 0.541 7.752 5.357
H -0.075 7.407 3.748
H 2.516 6.756 3.502
H 1.505 9.417 4.276
H 1.637 8.864 2.566
H 4.151 8.809 2.851
H 3.843 9.359 4.536
H 4.740 12.193 2.448
H 5.624 10.647 2.886
H 4.927 11.796 4.057
C -16.593 4.236 6.845
O -16.726 5.303 5.911
C -15.485 5.959 5.575
C -14.893 5.318 4.288
N -13.619 5.924 4.158
C -13.082 5.656 2.870
C -11.565 5.773 2.683
O -10.851 4.795 3.523
C -9.492 4.640 3.107
H -15.984 3.405 6.489
H -17.581 3.880 7.140
H -16.044 4.494 7.751
H -14.824 6.095 6.431
H -15.686 7.016 5.402
H -15.562 5.517 3.451
H -14.880 4.231 4.362
H -12.968 5.834 4.925
H -13.612 6.173 2.070
H -13.324 4.611 2.677
H -11.271 6.822 2.656
H -11.410 5.275 1.727
H -9.187 4.546 2.065
H -9.092 3.684 3.444
H -8.807 5.407 3.470
C -8.717 8.890 -4.760
O -8.068 7.624 -5.035
C -8.767 6.717 -5.897
C -8.072 5.366 -5.860
N -8.671 4.323 -6.680
C -7.838 3.131 -6.605
C -8.716 1.921 -7.178
O -9.310 1.269 -6.008
C -10.328 0.339 -6.364
H -8.762 9.473 -5.680
H -8.058 9.422 -4.073
H -9.659 8.754 -4.228
H -8.694 6.977 -6.953
H -9.824 6.701 -5.633
H -7.995 4.992 -4.840
H -7.035 5.576 -6.124
H -9.598 4.095 -6.350
H -7.593 2.889 -5.571
H -6.900 3.159 -7.158
H -8.048 1.095 -7.425
H -9.372 2.200 -8.002
H -11.222 0.698 -6.873
H -10.736 0.010 -5.408
H -9.847 -0.533 -6.809
C 1.660 -9.741 -2.162
C 3.030 -10.014 -1.642
O 3.219 -11.015 -0.655
O 1.153 -10.822 -2.881
H 1.842 -8.890 -2.818
H 1.001 -9.366 -1.379
H 3.508 -9.086 -1.326
H 3.722 -10.222 -2.458
H 2.553 -11.682 -0.839
H 0.486 -11.272 -2.356
C -5.081 -2.387 8.859
C -6.442 -2.165 8.106
O -7.315 -3.226 8.488
O -5.116 -2.148 10.229
H -4.360 -1.736 8.365
H -4.639 -3.337 8.558
H -6.405 -2.209 7.018
H -6.887 -1.204 8.364
H -7.998 -2.893 9.074
H -4.242 -2.132 10.625
C -1.679 0.444 -0.124
C -2.035 -0.780 0.753
O -1.830 -1.972 0.099
O -2.641 0.698 -1.113
H -0.667 0.346 -0.517
H -1.743 1.334 0.503
H -3.060 -0.741 1.122
H -1.474 -0.725 1.686
H -1.472 -2.559 0.769
H -2.498 1.565 -1.501
```

The value obtained for the energy relative to the best compared isomer or geometry (same formula, charge and spin) is 126.9 kJ/mol. As for the HOMO energy: -8.52 eV. The value obtained for the LUMO energy is 0.24 eV.